[1]
Molecular formula: H16O8
Method: DFT, ωB97M-V with the def2-TZVPD basis set

Last column: Mulliken charge in e.
Cartesian coordinates (Å):
O 27.77 -25.27 -3.20  -0.601
H 27.06 -24.73 -3.55  0.314
H 28.48 -24.66 -3.00  0.294
O 29.58 -25.62 -6.80  -0.623
H 28.99 -24.91 -6.51  0.302
H 30.35 -25.17 -7.15  0.342
O 26.33 -25.05 -7.38  -0.645
H 26.62 -24.71 -6.53  0.371
H 26.96 -24.68 -8.01  0.345
O 27.85 -23.50 -5.66  -0.641
H 27.00 -23.03 -5.71  0.291
H 28.44 -22.88 -5.21  0.229
O 23.81 -25.46 -8.34  -0.642
H 23.73 -24.65 -8.85  0.287
H 24.57 -25.31 -7.75  0.403
O 28.97 -22.19 -9.89  -0.668
H 28.67 -23.01 -9.45  0.397
H 29.38 -22.48 -10.71  0.291
O 28.11 -24.77 -9.63  -0.634
H 28.72 -25.30 -9.08  0.269
H 28.14 -25.20 -10.50  0.278
O 25.57 -23.77 -11.14  -0.644
H 26.34 -23.92 -10.58  0.371
H 25.64 -22.84 -11.40  0.314

The strongest force on any atom is 0.8 eV Å⁻¹. As for the net charge: 0. The calculation puts the energy above the lowest of the compared OMol25 structures with the same formula, charge and spin at 55.1 kcal per mole. Its SMILES is O.O.O.O.O.O.O.O.

---

[2]
Molecular formula: C4H36N2O12
Method: DFT, ωB97M-V with the def2-TZVPD basis set

Last column: Mulliken charge in e.
Cartesian coordinates (Å):
C -0.52 -3.83 1.54  -1.090
C -0.85 -3.01 0.25  0.849
C -2.44 -2.88 0.20  -2.014
N -0.21 -1.69 0.33  0.005
C 1.25 -1.64 0.42  -0.790
N 1.72 -0.46 -0.30  -0.257
H -1.50 -4.27 2.00  0.358
H -0.06 -3.00 2.17  0.203
H 0.14 -4.76 1.36  0.265
H -0.58 -3.64 -0.71  0.381
H -2.89 -3.39 1.04  0.624
H -2.78 -3.69 -0.60  0.290
H -2.89 -2.00 -0.05  0.438
H -0.42 -1.18 -0.56  -0.099
H 1.80 -2.40 0.01  0.350
H 1.53 -1.48 1.48  0.246
H 1.01 0.39 -0.16  -0.058
H 2.73 -0.33 -0.16  0.277
H -0.29 0.29 -2.70  0.260
H -0.87 0.90 -4.04  0.390
O -1.17 0.62 -3.03  -0.698
H 2.63 -1.69 -1.84  0.346
H 3.64 -2.81 -2.43  0.298
O 3.45 -1.85 -2.48  -0.722
H -2.92 -2.13 2.31  0.276
H -4.02 -1.74 3.19  0.306
O -3.46 -2.46 2.99  -0.607
H -1.50 3.85 1.46  0.285
H -0.48 2.85 1.73  0.265
O -1.30 3.06 1.13  -0.543
H 0.81 2.08 -2.82  0.382
H -0.19 2.25 -1.75  0.385
O 0.80 2.09 -1.87  -0.694
H 2.38 -0.69 -3.63  0.378
H 1.88 -0.06 -2.28  0.476
O 1.82 0.03 -3.22  -0.704
H 0.75 -0.60 2.99  0.378
H 1.06 -0.41 4.39  0.340
O 1.41 -0.05 3.55  -0.724
H -1.17 3.34 -0.48  0.416
H -2.02 2.73 -1.81  0.319
O -1.26 3.25 -1.43  -0.721
H 1.50 4.39 -2.44  0.305
H 0.64 1.70 3.53  0.357
O 0.53 2.53 3.20  -0.717
H 1.80 3.42 -0.18  0.285
H 2.41 3.16 -2.36  0.322
O 2.33 4.11 -2.42  -0.650
H -2.78 0.60 0.23  0.251
H -3.13 1.93 0.48  0.347
O -3.58 1.01 0.50  -0.632
H 1.13 2.59 2.43  0.413
H 2.31 2.07 0.24  0.283
O 1.81 2.90 0.60  -0.628

The strongest force on any atom is 6.2 eV Å⁻¹. As for the net charge: 0. The calculation puts the energy above the lowest of the compared OMol25 structures with the same formula, charge and spin at 90.1 kcal per mole.